Record 1
{
  "formula": "C7H6F2N2NiO11S2",
  "method": "the ωB97M-V functional and the def2-TZVPD basis",
  "gap_ev": [5.734, 4.670],
  "homo_ev": [-2.61, -2.63],
  "charge": -2,
  "multiplicity": 3,
  "e_above_lowest_kcal_mol": 190.6,
  "e_tot_ev": -100997.7351,
  "molar_mass_g_mol": 454.95,
  "s_squared": 2.04,
  "elements": ["Ni", "C", "C", "C", "O", "C", "C", "C", "O", "O", "O", "H", "H", "N", "S", "O", "O", "F", "S", "O", "O", "F", "O", "H", "C", "N", "O", "O", "H", "H", "H"],
  "positions_angstrom": [[0.7181, -1.4155, 0.1646], [0.9311, 3.4556, 3.8742], [1.9873, 4.0893, 4.6361], [3.4776, 4.0659, 3.9889], [4.2744, 4.7966, 4.5831], [3.7196, 3.2449, 2.8081], [2.6365, 2.5302, 2.2226], [1.2108, 2.6648, 2.7850], [0.2388, 1.8006, 2.4893], [2.9241, 1.6360, 1.3294], [1.8302, 4.6876, 5.7101], [-0.0735, 3.4065, 4.2677], [4.7435, 3.1494, 2.4780], [0.2035, -1.4173, -3.2174], [0.5648, -2.7170, -4.3061], [1.8598, -2.6739, -5.0387], [-0.6020, -3.3172, -4.9150], [0.9577, -3.8735, -3.1707], [0.1444, -0.4321, -4.4055], [-0.9903, -0.4435, -5.3141], [1.3883, 0.1163, -4.8449], [-0.3598, 0.7356, -3.4234], [1.3648, -3.8587, 1.9224], [1.3097, -4.8333, 1.8816], [-5.1472, -2.1457, -1.5570], [-4.7468, -2.3138, -0.1323], [-3.5806, -2.7414, 0.0450], [-5.4621, -1.9335, 0.8068], [-4.2186, -2.3752, -2.0795], [-5.3433, -1.0861, -1.7209], [-5.9605, -2.8017, -1.8675]]
}

Record 2
{
  "formula": "C16H20N4O3S",
  "method": "the ωB97M-V functional and the def2-TZVPD basis",
  "gap_ev": 9.481,
  "homo_ev": -8.85,
  "e_above_lowest_kcal_mol": 60.4,
  "smiles": "CN1CCN(C(=O)CSc2nnc(COc3ccccc3)o2)CC1",
  "e_tot_ev": -39853.8138,
  "molar_mass_g_mol": 348.43,
  "elements": ["C", "N", "C", "C", "N", "C", "O", "C", "H", "H", "S", "C", "N", "N", "C", "O", "C", "O", "C", "C", "C", "C", "C", "C", "H", "H", "H", "H", "H", "H", "H", "C", "H", "C", "H", "H", "H", "H", "H", "H", "H", "H", "H", "H"],
  "positions_angstrom": [[-3.6152, -3.0083, 1.1354], [-3.1499, -1.9595, 0.2553], [-2.2563, -1.0390, 0.9314], [-1.6852, -0.0324, -0.0711], [-2.7657, 0.6757, -0.7160], [-3.0681, 1.9842, -0.6414], [-4.0839, 2.4521, -1.1202], [-2.0680, 2.9105, 0.0461], [-2.5492, 3.8836, 0.1446], [-1.7266, 2.5541, 1.0144], [-0.5812, 3.1771, -0.9925], [0.6380, 2.6535, 0.1014], [0.4844, 2.1050, 1.2729], [1.7219, 1.8456, 1.7369], [2.5638, 2.2435, 0.8447], [1.9364, 2.7763, -0.2345], [4.0512, 2.1634, 0.9053], [4.6086, 1.5061, -0.2032], [4.3601, 0.1676, -0.3808], [3.6213, -0.6303, 0.4827], [3.4451, -1.9734, 0.1863], [3.9962, -2.5274, -0.9533], [4.7361, -1.7283, -1.8113], [4.9178, -0.3900, -1.5304], [5.4887, 0.2495, -2.1847], [5.1730, -2.1499, -2.7041], [3.8518, -3.5740, -1.1736], [2.8674, -2.5863, 0.8623], [3.1763, -0.2270, 1.3787], [4.3287, 1.6884, 1.8543], [4.4684, 3.1753, 0.8688], [-3.6950, -0.2299, -1.3630], [-4.4980, 0.3631, -1.8016], [-4.2481, -1.2252, -0.3468], [-4.9059, -1.9333, -0.8547], [-4.8396, -0.6807, 0.4117], [-3.1615, -0.7733, -2.1490], [-1.0104, 0.6418, 0.4506], [-1.1249, -0.5778, -0.8391], [-1.4346, -1.6068, 1.3722], [-2.7726, -0.4891, 1.7403], [-2.7566, -3.5566, 1.5196], [-4.1970, -2.6234, 1.9874], [-4.2418, -3.6945, 0.5681]]
}

Record 3
{
  "formula": "C22H32N2O3S",
  "method": "the ωB97M-V functional and the def2-TZVPD basis",
  "gap_ev": 8.889,
  "homo_ev": -8.26,
  "e_above_lowest_kcal_mol": 50.9,
  "smiles": "Cc1ccc(C)c(N2CCN(S(=O)(=O)C[C@]34CC[C@H](CC3=O)C4(C)C)CC2)c1",
  "e_tot_ev": -43291.6571,
  "molar_mass_g_mol": 404.58,
  "elements": ["C", "C", "C", "C", "C", "C", "C", "H", "H", "C", "H", "H", "H", "N", "C", "H", "C", "N", "S", "O", "O", "C", "C", "C", "O", "C", "H", "H", "C", "H", "C", "H", "H", "C", "H", "H", "C", "C", "H", "H", "H", "C", "H", "H", "H", "H", "H", "C", "H", "C", "H", "H", "H", "H", "H", "H", "H", "H", "H", "H"],
  "positions_angstrom": [[4.9283, -2.1569, -2.9522], [3.4833, -2.3729, -3.2881], [2.5086, -1.5184, -2.7949], [1.1631, -1.6846, -3.1088], [0.7806, -2.7279, -3.9621], [1.7601, -3.5852, -4.4399], [3.0923, -3.4202, -4.1099], [3.8332, -4.1018, -4.5015], [1.4716, -4.3925, -5.0985], [-0.6448, -2.9066, -4.3931], [-1.1643, -3.6219, -3.7541], [-0.6806, -3.2885, -5.4112], [-1.1716, -1.9570, -4.3490], [0.1701, -0.7994, -2.6332], [-0.7093, -1.3205, -1.6044], [-0.9590, -2.3568, -1.8281], [-1.9865, -0.4762, -1.5648], [-1.6930, 0.9269, -1.4205], [-1.9349, 1.6779, 0.0303], [-1.8339, 3.0856, -0.2137], [-3.1605, 1.1554, 0.5627], [-0.5567, 1.1651, 1.1153], [-0.6046, 1.6982, 2.5290], [0.7907, 2.0385, 3.0535], [1.7743, 2.2235, 2.3882], [0.6676, 2.1090, 4.5583], [1.3024, 1.3537, 5.0221], [0.9979, 3.0799, 4.9290], [-0.8246, 1.8496, 4.7675], [-1.0882, 1.5586, 5.7830], [-1.5458, 3.1082, 4.2671], [-2.5949, 3.1101, 4.5573], [-1.0926, 4.0103, 4.6777], [-1.3784, 3.0208, 2.7390], [-0.8327, 3.8661, 2.3210], [-2.3339, 2.9634, 2.2225], [-1.1451, 0.8059, 3.6727], [-2.6245, 0.4512, 3.5715], [-2.8233, -0.0743, 2.6412], [-2.8999, -0.1932, 4.4044], [-3.2673, 1.3226, 3.5855], [-0.3591, -0.5008, 3.8200], [-0.4673, -0.8884, 4.8311], [0.6998, -0.3750, 3.6083], [-0.7501, -1.2504, 3.1350], [-0.5602, 0.0787, 1.1048], [0.3387, 1.5454, 0.6235], [-0.6936, 1.4322, -2.3277], [-0.4748, 2.4556, -2.0245], [0.5663, 0.5596, -2.3280], [1.2491, 0.9108, -3.1035], [1.0693, 0.6387, -1.3486], [-1.1193, 1.4410, -3.3374], [-2.6326, -0.7570, -0.7331], [-2.5355, -0.6173, -2.5029], [-0.2099, -1.2964, -0.6184], [2.8093, -0.7104, -2.1443], [5.0352, -1.6435, -1.9996], [5.4603, -3.1044, -2.9051], [5.4010, -1.5442, -3.7208]]
}

Record 4
{
  "formula": "C39H107N5O17S12",
  "method": "the ωB97M-V functional and the def2-TZVPD basis",
  "gap_ev": 8.221,
  "homo_ev": -8.06,
  "e_above_lowest_kcal_mol": 0.0,
  "e_tot_ev": -214451.6941,
  "molar_mass_g_mol": 1303.11,
  "elements": ["C", "C", "O", "N", "C", "H", "H", "H", "H", "H", "H", "H", "C", "C", "O", "N", "C", "H", "H", "H", "H", "H", "H", "H", "C", "C", "O", "N", "C", "H", "H", "H", "H", "H", "H", "H", "C", "C", "O", "N", "C", "H", "H", "H", "H", "H", "H", "H", "C", "C", "O", "N", "C", "H", "H", "H", "H", "H", "H", "H", "C", "S", "O", "C", "H", "H", "H", "H", "H", "H", "C", "S", "O", "C", "H", "H", "H", "H", "H", "H", "C", "S", "O", "C", "H", "H", "H", "H", "H", "H", "C", "S", "O", "C", "H", "H", "H", "H", "H", "H", "C", "S", "O", "C", "H", "H", "H", "H", "H", "H", "C", "S", "O", "C", "H", "H", "H", "H", "H", "H", "C", "S", "O", "C", "H", "H", "H", "H", "H", "H", "C", "S", "O", "C", "H", "H", "H", "H", "H", "H", "C", "S", "O", "C", "H", "H", "H", "H", "H", "H", "C", "S", "O", "C", "H", "H", "H", "H", "H", "H", "C", "S", "O", "C", "H", "H", "H", "H", "H", "H", "C", "S", "O", "C", "H", "H", "H", "H", "H", "H"],
  "positions_angstrom": [[0.4300, 1.0060, -6.1004], [-0.8122, 0.3534, -5.6378], [-0.9183, -0.4067, -4.6854], [-1.9324, 0.6624, -6.4429], [-3.2704, 0.0300, -6.2272], [0.9830, 1.4827, -5.2810], [0.2081, 1.8079, -6.8223], [1.0786, 0.1957, -6.5166], [-1.7029, 1.2596, -7.2448], [-3.0345, -1.0322, -6.0167], [-3.8007, 0.1480, -7.1499], [-3.6708, 0.6240, -5.3928], [2.9689, 0.9394, -2.2433], [4.4521, 1.0810, -2.3942], [5.1487, 1.4112, -1.4244], [4.9919, 0.7732, -3.6253], [6.4149, 0.5033, -3.8554], [2.5422, 0.1553, -1.5581], [2.4127, 0.7628, -3.1639], [2.6241, 1.8560, -1.7771], [4.3616, 0.2319, -4.2676], [6.5057, -0.4466, -4.2656], [6.9663, 0.5498, -2.8868], [6.7833, 1.2681, -4.5262], [-1.8891, -3.3766, -3.5561], [-0.6845, -4.1988, -3.2456], [-0.2515, -5.0304, -4.0184], [-0.1214, -3.9165, -1.9933], [0.8598, -4.8348, -1.4315], [-2.6001, -3.4506, -2.7572], [-2.3479, -3.7041, -4.5061], [-1.6267, -2.3376, -3.7168], [-0.5310, -3.2675, -1.3771], [1.6457, -4.2188, -1.0393], [1.2354, -5.4334, -2.2631], [0.4795, -5.5315, -0.6598], [-4.2435, 1.3824, 1.4074], [-4.2496, 2.8887, 1.6576], [-3.8125, 3.4523, 2.6533], [-4.9283, 3.5628, 0.7007], [-5.2309, 5.0140, 0.7548], [-4.1919, 0.8519, 2.3528], [-3.2318, 1.2102, 0.9479], [-5.0712, 1.0014, 0.8134], [-5.2599, 3.0719, -0.1387], [-5.9688, 5.1955, 1.4666], [-5.4990, 5.2731, -0.2709], [-4.3294, 5.5848, 1.0124], [0.2730, -1.5130, 2.2718], [0.3637, -1.3617, 0.8061], [0.7664, -2.3062, 0.1344], [-0.0034, -0.1826, 0.2288], [-0.2591, -0.0712, -1.2211], [1.2726, -1.9840, 2.5539], [-0.5301, -2.2458, 2.3581], [0.0222, -0.6427, 2.8452], [-0.3167, 0.5712, 0.7973], [-0.9741, -0.8438, -1.4674], [0.6000, -0.0717, -1.8935], [-0.7199, 0.9590, -1.3432], [2.1406, -0.3297, 4.8768], [0.4935, 0.3247, 5.4528], [-0.1013, -0.6272, 6.4244], [1.3002, 1.7891, 6.2430], [2.6645, -0.7229, 5.7970], [2.7199, 0.3443, 4.2325], [1.9651, -1.2205, 4.3539], [1.6087, 2.3332, 5.3451], [2.1953, 1.6522, 6.9004], [0.6447, 2.4769, 6.7518], [-3.0244, -4.8239, -0.1310], [-2.9797, -3.0448, 0.2571], [-4.0562, -2.3980, -0.5305], [-3.5972, -3.3290, 1.9564], [-2.5251, -5.0280, -1.1110], [-4.0721, -5.1318, -0.1204], [-2.4373, -5.2950, 0.6548], [-2.8119, -3.9814, 2.4099], [-4.5133, -3.9236, 1.9232], [-3.7510, -2.3840, 2.4388], [-2.9658, -1.2732, 7.0667], [-3.5808, -2.4491, 5.8231], [-4.4303, -1.7356, 4.8456], [-2.0302, -2.6588, 4.8248], [-2.2772, -0.5686, 6.5560], [-2.4181, -1.7701, 7.8209], [-3.8015, -0.7081, 7.5337], [-2.1519, -1.9874, 4.0473], [-2.0339, -3.6250, 4.3639], [-1.1938, -2.6320, 5.5295], [-0.6584, 4.9890, -3.4517], [-0.4242, 3.4378, -2.5249], [0.8052, 3.5177, -1.7025], [-1.7809, 3.6749, -1.4105], [-0.0315, 4.9900, -4.3730], [-0.3209, 5.7812, -2.7651], [-1.7311, 5.0727, -3.8145], [-1.7518, 2.9142, -0.6202], [-2.7301, 3.6494, -1.9732], [-1.5679, 4.6314, -1.0163], [0.4856, 4.5121, 1.2987], [-0.9795, 3.6607, 1.9661], [-0.7805, 2.1853, 1.9645], [-0.8166, 4.1937, 3.7170], [0.1704, 5.5379, 1.1883], [0.8066, 4.1134, 0.3403], [1.3649, 4.3687, 1.9732], [0.1889, 4.1979, 4.1152], [-1.3893, 3.5782, 4.4024], [-1.2125, 5.1906, 3.6793], [2.5797, 1.5266, 1.2967], [3.6560, 2.7776, 2.0195], [3.2413, 2.9210, 3.4609], [5.2528, 2.0099, 2.0047], [2.9628, 1.1401, 0.3391], [1.5683, 1.9396, 1.2703], [2.5220, 0.6802, 1.9887], [5.9986, 2.7783, 2.2753], [5.3756, 1.7809, 0.9663], [5.1963, 1.0603, 2.5466], [-5.9609, -0.3121, -2.3021], [-4.9209, 0.9275, -3.1064], [-4.9531, 2.1782, -2.2195], [-3.4424, 0.0263, -2.6190], [-5.6113, -0.5497, -1.3101], [-5.9353, -1.2111, -2.8327], [-6.9861, 0.0606, -2.2768], [-3.4678, -0.0471, -1.5630], [-2.5980, 0.6123, -2.8780], [-3.4017, -0.8952, -3.1795], [5.1397, 4.8641, -4.7205], [3.5283, 4.5365, -3.8879], [2.5904, 5.4564, -4.6109], [4.0160, 5.2623, -2.3153], [5.8836, 4.0882, -4.4949], [5.5213, 5.7854, -4.2746], [4.8479, 5.0325, -5.7531], [4.5446, 6.2185, -2.3644], [4.7039, 4.5127, -1.9447], [3.1089, 5.3561, -1.7296], [-0.7378, -7.8685, 2.0164], [-0.0583, -6.6438, 3.1283], [-0.3368, -5.2800, 2.5814], [1.7607, -6.9900, 2.7597], [-0.3832, -7.8069, 0.9860], [-1.8153, -7.7811, 2.0700], [-0.3921, -8.8465, 2.3883], [2.2100, -6.2561, 3.4354], [2.0099, -6.8883, 1.7275], [2.1647, -7.9722, 2.9802], [1.6127, -2.8402, -6.0100], [3.0941, -2.3864, -5.1186], [3.4491, -1.0336, -5.6719], [2.1612, -2.1908, -3.5472], [0.9501, -2.0715, -5.5863], [1.4134, -3.8771, -5.7217], [1.8355, -2.5576, -7.0758], [2.8507, -1.8839, -2.7734], [1.6896, -3.1839, -3.3900], [1.3703, -1.4481, -3.6979], [-4.2862, 3.6577, 6.0512], [-2.9304, 2.5227, 6.4658], [-1.6804, 3.3106, 6.3271], [-3.0355, 1.6301, 4.9123], [-4.2969, 4.2861, 6.9439], [-5.2241, 3.2179, 5.8866], [-4.0406, 4.1627, 5.0782], [-3.8029, 0.7853, 5.0860], [-2.1214, 1.0493, 4.7114], [-3.2601, 2.2842, 4.1411], [4.2646, -3.6558, 0.8994], [4.8486, -1.9219, 0.5756], [4.6530, -1.1458, 1.8313], [6.6021, -2.2997, 0.5145], [3.1613, -3.7614, 0.8951], [4.5944, -3.7262, 1.9602], [4.7645, -4.2767, 0.1665], [7.0339, -2.8326, 1.3595], [7.1214, -1.3709, 0.5136], [6.8236, -2.8079, -0.4723]]
}